Record 1
This record from the Open Molecules 2025 dataset describes C21H41BeCl3IInMgN3O8S as an isolated structure at a distorted geometry. The level of theory is ωB97M-V/def2-TZVPD.

The value obtained for the strongest force on any atom is 6.63 eV/Å. As for the gap between HOMO and LUMO: 1.2 eV. As for the total charge: +1. As for the spin multiplicity: 1. The total energy is -110788.547 eV. The value obtained for the HOMO energy is -8.73 eV.

XYZ file:
```
81
C21H41BeCl3IInMgN3O8S (ωB97M-V/def2-TZVPD)
C 0.979 -2.117 0.806
C -0.533 -2.239 0.338
C -1.480 -1.228 1.111
C -1.132 0.308 0.890
In -0.515 0.873 -1.220
C -0.609 3.172 -1.323
C 0.895 3.670 -1.359
C 1.143 5.098 -0.697
C 1.456 4.777 0.827
S 0.516 6.005 1.857
O -0.950 5.807 1.682
O 0.998 7.347 1.465
O 0.904 5.604 3.442
C 1.626 0.344 -1.745
C 1.848 -1.107 -2.298
O 1.014 -1.817 -2.812
I 3.899 -1.932 -2.166
H 1.064 -2.627 1.812
H 1.261 -1.028 0.920
H 1.667 -2.653 0.074
H -0.696 -2.101 -0.772
H -0.862 -3.307 0.568
H -1.353 -1.434 2.227
H -2.548 -1.503 0.874
H -0.365 0.651 1.723
H -2.093 0.888 1.116
H -1.609 0.256 -2.493
H -1.064 3.558 -0.356
H -1.231 3.527 -2.180
H 1.535 2.932 -0.761
H 1.291 3.599 -2.422
H 2.087 5.525 -1.154
H 0.327 5.861 -0.829
H 2.564 4.782 1.074
H 1.082 3.738 1.063
H 1.832 5.279 3.468
H 2.337 0.613 -0.895
H 1.923 1.047 -2.595
Be -1.140 1.760 2.135
C 3.354 -6.228 1.579
N 2.655 -5.137 2.303
O 3.304 -4.043 2.522
O 1.531 -5.334 2.641
H 4.363 -5.901 1.339
H 3.376 -7.096 2.236
H 2.789 -6.435 0.669
Cl 4.462 -4.429 3.866
Mg -0.868 3.442 4.073
C 5.084 -6.202 -1.616
Cl 6.664 -6.953 -1.380
Cl 3.777 -7.369 -1.361
H 4.972 -5.383 -0.908
H 5.021 -5.820 -2.632
N -1.302 -1.975 3.359
C -2.111 -1.168 4.055
C -2.316 -1.270 5.422
C -1.646 -2.268 6.111
C -0.803 -3.118 5.413
C -0.666 -2.929 4.048
H -2.617 -0.404 3.471
H -2.981 -0.586 5.932
H -1.780 -2.382 7.180
H -0.264 -3.910 5.918
H -0.015 -3.566 3.459
C -4.555 0.629 -5.429
C -4.023 1.992 -5.856
C -2.765 2.411 -5.095
C -3.027 2.642 -3.673
N -3.228 2.817 -2.556
H -4.878 0.635 -4.386
H -5.416 0.352 -6.041
H -3.793 -0.145 -5.548
H -4.809 2.742 -5.730
H -3.787 1.954 -6.924
H -2.373 3.332 -5.535
H -1.987 1.651 -5.208
O 1.197 1.693 -4.792
H 1.909 1.536 -5.423
H 1.017 0.820 -4.421
O -5.124 4.423 3.817
H -4.404 5.053 3.703
```

Record 2
This record from the Open Molecules 2025 dataset describes C19H20MoN2OS4 as an isolated structure at a distorted geometry. The level of theory is ωB97M-V/def2-TZVPD.

The value obtained for the strongest force on any atom is 3.34 eV/Å. As for the gap between HOMO and LUMO (spin up / spin down): 5.6 / 5.8 eV. As for the total charge: +1. As for the spin multiplicity: 2. The total energy is -70244.861 eV. The value obtained for the HOMO energy (spin up / spin down) is -11.01 / -10.88 eV. For the energy above the lowest of the compared OMol25 structures with the same formula, charge and spin, the calculation gives 18.1 kcal per mole.

XYZ file:
```
47
C19H20MoN2OS4 (ωB97M-V/def2-TZVPD)
Mo -1.868 -0.779 -0.612
C 0.606 1.954 1.650
C -0.342 0.871 1.251
N -0.404 0.510 -0.014
N 0.492 1.050 -0.853
C 0.471 0.646 -2.077
S -0.693 -0.533 -2.670
S 1.602 1.203 -3.237
C 2.730 2.240 -2.208
C 3.945 1.480 -1.787
C 3.843 0.424 -0.886
C 4.970 -0.271 -0.493
C 6.213 0.077 -0.997
C 6.323 1.130 -1.887
C 5.195 1.823 -2.289
C -1.116 0.135 2.229
C -1.400 0.664 3.500
C -1.971 -0.099 4.497
C -2.277 -1.437 4.267
C -2.042 -1.987 3.029
C -1.481 -1.233 1.988
O -1.270 -1.813 0.833
H 0.309 2.891 1.177
H 1.601 1.711 1.276
H 0.664 2.087 2.724
H 2.123 2.571 -1.369
H 2.989 3.083 -2.844
H 2.876 0.144 -0.492
H 4.882 -1.087 0.209
H 7.087 -0.479 -0.698
H 7.293 1.411 -2.267
H 5.289 2.643 -2.985
H -1.195 1.707 3.681
H -2.177 0.331 5.463
H -2.689 -2.047 5.056
H -2.299 -3.014 2.810
C -4.924 -2.049 -0.047
S -3.535 -2.712 -1.034
C -4.134 -2.455 -2.733
H -5.731 -2.779 -0.061
H -5.256 -1.095 -0.452
H -4.570 -1.923 0.978
H -3.942 -1.434 -3.055
H -5.192 -2.689 -2.774
H -3.583 -3.146 -3.368
S -4.250 1.695 -1.270
C -3.162 0.579 -1.155
```

Record 3
This record from the Open Molecules 2025 dataset describes one molecule with the formula CH3ClO3S at a distorted geometry. The level of theory is ωB97M-V/def2-TZVPD.

The value obtained for the strongest force on any atom is 4.14 eV/Å. As for the gap between HOMO and LUMO: 10.5 eV. As for the spin multiplicity: 1. The total energy is -30582.527 eV. The value obtained for the HOMO energy is -10.47 eV. For the energy above the lowest of the compared OMol25 structures with the same formula, charge and spin, the calculation gives 49.1 kcal per mole.

XYZ file:
```
9
CH3ClO3S (ωB97M-V/def2-TZVPD)
C 0.209 0.378 -1.292
O 0.469 1.127 1.220
O 0.785 -0.583 -0.495
O -1.064 -0.927 1.194
S 0.642 -0.282 1.109
Cl -1.504 -1.505 2.701
H 0.363 0.042 -2.275
H 0.869 1.211 -1.095
H -0.770 0.538 -1.067
```

Record 4
This record from the Open Molecules 2025 dataset describes C33H40BaN3 as an isolated structure at a distorted geometry. The level of theory is ωB97M-V/def2-TZVPD.

The value obtained for the strongest force on any atom is 1.95 eV/Å. As for the gap between HOMO and LUMO: 4.0 eV. As for the total charge: -1. As for the spin multiplicity: 1. The total energy is -40035.524 eV. The value obtained for the HOMO energy is -1.91 eV. For the energy above the lowest of the compared OMol25 structures with the same formula, charge and spin, the calculation gives 6.1 kcal per mole.

XYZ file:
```
77
C33H40BaN3 (ωB97M-V/def2-TZVPD)
Ba -0.276 1.029 0.194
C -0.329 5.489 2.298
C 0.709 4.403 2.380
C 0.657 3.442 3.384
C 1.603 2.426 3.467
C 1.519 1.376 4.543
C 2.616 2.380 2.517
C 2.694 3.323 1.498
C 3.784 3.242 0.462
C 1.736 4.329 1.445
H -0.027 6.361 2.884
H -1.289 5.146 2.684
H -0.479 5.815 1.269
H -0.157 3.469 4.102
H 2.090 1.679 5.425
H 1.918 0.424 4.195
H 0.488 1.214 4.856
H 3.334 1.567 2.548
H 4.674 3.786 0.788
H 3.462 3.677 -0.484
H 4.079 2.208 0.281
H 1.767 5.049 0.634
C 0.142 1.864 -3.420
N -0.717 1.922 -2.237
C -1.990 1.934 -2.429
C -2.962 1.980 -1.378
C -4.354 1.918 -1.526
C -4.887 1.998 -0.241
C -3.785 2.098 0.619
N -2.620 2.094 -0.045
C 0.242 0.472 -4.001
C -0.160 0.206 -5.304
C -0.084 -1.083 -5.819
C 0.386 -2.119 -5.028
C 0.781 -1.865 -3.720
C 0.716 -0.578 -3.214
H 1.142 2.187 -3.116
H -0.195 2.568 -4.190
H -2.393 1.907 -3.449
H -4.889 1.819 -2.459
H -5.928 1.973 0.042
H -3.802 2.167 1.699
H -0.539 1.014 -5.920
H -0.405 -1.277 -6.836
H 0.430 -3.127 -5.421
H 1.117 -2.669 -3.078
H 0.996 -0.421 -2.175
C -2.143 -2.135 -1.851
C -2.467 -2.583 -0.424
C -3.091 -1.412 0.340
C -1.291 -3.257 0.265
C -1.396 -4.627 0.461
C -0.417 -5.396 1.080
C 0.716 -4.725 1.545
C 0.882 -3.367 1.374
C 2.122 -2.661 1.872
C 2.759 -3.290 3.109
C 3.156 -2.517 0.753
C -0.093 -2.542 0.661
N 0.150 -1.259 0.427
H -3.009 -1.668 -2.334
H -1.815 -2.977 -2.464
H -1.329 -1.409 -1.819
H -3.245 -3.354 -0.490
H -2.496 -0.512 0.201
H -3.168 -1.621 1.408
H -4.086 -1.178 -0.048
H -2.305 -5.119 0.117
H -0.540 -6.463 1.216
H 1.485 -5.295 2.061
H 1.790 -1.644 2.116
H 3.217 -4.259 2.886
H 2.020 -3.449 3.898
H 3.552 -2.645 3.502
H 3.495 -3.504 0.422
H 4.035 -1.948 1.083
H 2.697 -2.000 -0.091
```

Record 5
This record from the Open Molecules 2025 dataset describes C39H30Cl2ErN2OP2 as an isolated structure at a distorted geometry. The level of theory is ωB97M-V/def2-TZVPD.

The value obtained for the strongest force on any atom is 3.19 eV/Å. As for the gap between HOMO and LUMO (spin up / spin down): 6.5 / 6.5 eV. As for the total charge: +1. As for the spin multiplicity: 4. The total energy is -117197.781 eV. The value obtained for the HOMO energy (spin up / spin down) is -9.92 / -9.92 eV.

XYZ file:
```
77
C39H30Cl2ErN2OP2 (ωB97M-V/def2-TZVPD)
Er -0.255 0.438 0.306
C 1.113 3.026 2.456
P 1.032 2.943 0.586
C 2.580 2.413 -0.089
C 3.789 2.100 0.610
C 4.945 1.702 -0.051
C 4.956 1.657 -1.468
C 3.804 2.008 -2.164
C 2.636 2.368 -1.535
C 0.781 4.536 -0.165
C -0.346 4.746 -0.987
C -0.435 5.957 -1.681
C 0.609 6.879 -1.605
C 1.690 6.670 -0.793
C 1.778 5.482 -0.076
C 1.177 1.586 3.021
C 1.676 1.249 4.249
C 1.722 -0.165 4.302
C 1.296 -0.659 3.059
C 1.337 -2.051 2.520
P -0.155 -2.229 1.419
C 0.052 -3.382 0.000
C 1.293 -3.798 -0.417
C 1.311 -4.596 -1.552
C 0.166 -4.745 -2.274
C -1.046 -4.281 -1.881
C -1.111 -3.562 -0.717
C -1.491 -2.765 2.458
C -1.699 -4.096 2.749
C -2.793 -4.518 3.492
C -3.721 -3.623 3.893
C -3.494 -2.264 3.705
C -2.414 -1.851 2.935
N 0.942 0.437 2.281
H 0.268 3.627 2.759
H 1.932 3.673 2.706
H 3.711 2.041 1.682
H 5.900 1.569 0.491
H 5.908 1.507 -1.963
H 3.788 1.873 -3.221
H 1.772 2.671 -2.116
H -1.173 4.053 -0.992
H -1.241 6.203 -2.359
H 0.507 7.810 -2.160
H 2.539 7.362 -0.807
H 2.606 5.304 0.618
H 1.861 1.859 5.097
H 2.065 -0.744 5.131
H 1.290 -2.778 3.336
H 2.271 -2.342 2.016
H 2.086 -3.527 0.176
H 2.262 -5.070 -1.885
H 0.265 -5.281 -3.244
H -1.911 -4.374 -2.588
H -2.000 -3.123 -0.266
H -0.994 -4.815 2.437
H -2.908 -5.612 3.636
H -4.526 -3.957 4.484
H -4.283 -1.559 3.988
H -2.225 -0.757 2.784
Cl 1.332 -0.172 -4.411
C -0.272 -0.464 -3.893
C -1.297 -0.738 -4.852
C -2.588 -1.027 -4.358
Cl -3.891 -1.426 -5.454
C -2.955 -0.904 -3.011
C -4.237 -1.130 -2.550
C -4.514 -1.065 -1.201
C -3.491 -0.650 -0.354
N -2.234 -0.415 -0.736
C -1.932 -0.609 -2.103
C -0.568 -0.432 -2.497
O 0.380 -0.121 -1.605
H -1.176 -0.908 -5.925
H -5.003 -1.425 -3.239
H -5.449 -1.290 -0.812
H -3.596 -0.447 0.674
```

Record 6
This record from the Open Molecules 2025 dataset describes a 11-piece molecular cluster, C44H121N11O11 overall at a distorted geometry. The level of theory is ωB97M-V/def2-TZVPD.

The value obtained for the strongest force on any atom is 3.10 eV/Å. As for the gap between HOMO and LUMO: 8.5 eV. As for the spin multiplicity: 1. The total energy is -86495.539 eV. As for the structure (SMILES): COC[C@H](C)N.COC[C@H](C)N.COC[C@H](C)N.COC[C@H](C)N.COC[C@H](C)N.COC[C@H](C)N.COC[C@H](C)N.COC[C@H](C)N.COC[C@H](C)N.COC[C@H](C)N.COC[C@H](C)N. The value obtained for the HOMO energy is -8.09 eV. For the energy above the lowest of the compared OMol25 structures with the same formula, charge and spin, the calculation gives 85.2 kcal per mole.

XYZ file:
```
187
C44H121N11O11 (ωB97M-V/def2-TZVPD)
C 2.822 -1.258 -5.253
O 2.895 -2.124 -4.180
C 1.578 -2.660 -3.760
C 1.646 -4.125 -3.271
C 0.371 -4.612 -2.480
N 2.804 -4.353 -2.461
H 2.136 -0.439 -5.036
H 2.395 -1.811 -6.089
H 3.786 -0.821 -5.513
H 1.112 -2.002 -3.026
H 0.905 -2.675 -4.618
H 1.826 -4.783 -4.121
H -0.503 -4.463 -3.115
H 0.164 -3.961 -1.631
H 0.416 -5.663 -2.198
H 2.615 -3.841 -1.611
H 3.445 -3.771 -2.981
C -6.200 -1.576 7.202
O -6.390 -1.281 5.831
C -5.203 -1.615 5.069
C -5.453 -1.365 3.569
C -6.704 -2.116 3.026
N -4.238 -1.764 2.780
H -5.778 -2.578 7.285
H -7.135 -1.476 7.753
H -5.533 -0.825 7.624
H -4.306 -1.083 5.387
H -5.016 -2.686 4.992
H -5.605 -0.291 3.458
H -7.585 -1.830 3.601
H -6.615 -3.194 2.894
H -6.771 -1.867 1.967
H -4.022 -2.730 2.979
H -3.339 -1.319 2.897
C -3.343 4.135 -0.295
O -2.635 3.831 -1.460
C -3.424 3.758 -2.665
C -2.470 3.509 -3.860
C -1.231 4.482 -3.851
N -3.076 3.622 -5.162
H -3.678 5.165 -0.418
H -2.681 4.062 0.567
H -4.195 3.483 -0.099
H -4.169 2.964 -2.703
H -3.855 4.740 -2.857
H -2.145 2.468 -3.848
H -0.537 4.264 -4.663
H -0.684 4.414 -2.911
H -1.517 5.533 -3.897
H -3.397 4.580 -5.163
H -2.323 3.620 -5.835
C 0.441 4.797 0.107
O 0.112 4.298 1.436
C 0.735 5.184 2.384
C -0.127 5.001 3.682
C -1.360 5.755 3.505
N 0.631 5.567 4.731
H -0.198 5.621 -0.209
H 0.317 4.004 -0.630
H 1.420 5.257 -0.025
H 1.716 4.784 2.638
H 0.746 6.239 2.112
H -0.323 3.943 3.853
H -1.212 6.827 3.370
H -2.084 5.542 4.291
H -1.857 5.429 2.592
H 0.159 5.434 5.614
H 1.503 5.056 4.750
C 3.021 -1.288 -0.091
O 3.660 -2.454 0.487
C 3.000 -2.921 1.658
C 3.389 -4.436 1.879
C 2.900 -5.473 0.879
N 2.829 -4.817 3.141
H 2.129 -1.486 -0.686
H 3.688 -0.840 -0.828
H 2.824 -0.517 0.654
H 3.132 -2.305 2.548
H 1.927 -2.860 1.480
H 4.477 -4.496 1.909
H 3.460 -5.466 -0.056
H 1.889 -5.215 0.563
H 2.900 -6.477 1.304
H 2.864 -4.105 3.856
H 1.847 -5.045 3.074
C -5.559 -5.832 0.160
O -5.462 -4.763 -0.761
C -5.394 -3.484 -0.197
C -4.691 -2.405 -1.048
C -3.199 -2.750 -1.243
N -4.714 -1.136 -0.347
H -6.519 -5.842 0.676
H -4.775 -5.896 0.915
H -5.539 -6.725 -0.466
H -6.435 -3.182 -0.079
H -4.934 -3.619 0.782
H -5.178 -2.219 -2.005
H -2.696 -2.028 -1.887
H -3.079 -3.780 -1.577
H -2.692 -2.670 -0.281
H -4.596 -1.389 0.623
H -3.915 -0.539 -0.508
C 1.972 1.803 -2.315
O 1.193 1.223 -1.311
C -0.207 1.236 -1.476
C -1.064 0.965 -0.205
C -0.785 -0.416 0.375
N -2.563 1.026 -0.434
H 3.032 1.742 -2.070
H 1.655 2.840 -2.432
H 1.924 1.280 -3.270
H -0.611 2.177 -1.851
H -0.398 0.409 -2.160
H -0.758 1.717 0.523
H -1.053 -1.202 -0.331
H -1.311 -0.660 1.299
H 0.287 -0.573 0.500
H -2.754 1.947 -0.800
H -3.031 1.146 0.453
C -1.163 -0.906 4.731
O -2.153 -0.172 4.040
C -1.848 1.143 3.650
C -3.041 1.955 3.303
C -4.011 2.196 4.450
N -3.696 1.338 2.186
H -0.417 -1.262 4.021
H -1.614 -1.793 5.177
H -0.801 -0.346 5.593
H -1.268 1.658 4.415
H -1.179 1.215 2.793
H -2.636 2.929 3.027
H -3.630 2.804 5.271
H -4.313 1.265 4.929
H -4.939 2.668 4.126
H -3.870 0.401 2.520
H -4.586 1.756 1.954
C 6.393 0.834 -2.559
O 7.423 1.523 -3.271
C 7.906 0.828 -4.383
C 9.016 1.712 -5.033
C 9.390 1.402 -6.514
N 10.251 1.580 -4.200
H 5.522 0.744 -3.209
H 6.224 1.338 -1.608
H 6.717 -0.153 -2.228
H 8.239 -0.174 -4.111
H 7.108 0.605 -5.091
H 8.561 2.702 -5.050
H 10.021 2.178 -6.947
H 8.519 1.309 -7.163
H 9.975 0.483 -6.546
H 11.009 2.061 -4.662
H 10.616 0.640 -4.270
C -4.570 -5.790 4.126
O -3.475 -5.079 3.452
C -2.322 -5.844 3.266
C -1.073 -4.929 3.034
C -1.239 -3.963 1.817
N 0.124 -5.732 2.852
H -5.526 -5.328 3.877
H -4.434 -5.893 5.203
H -4.624 -6.778 3.670
H -2.207 -6.505 4.125
H -2.419 -6.636 2.524
H -0.947 -4.278 3.899
H -0.448 -3.213 1.791
H -2.215 -3.480 1.772
H -1.177 -4.469 0.854
H 0.016 -6.153 1.941
H 0.100 -6.487 3.523
C 2.723 4.446 -4.585
O 3.449 4.405 -3.299
C 4.847 4.365 -3.485
C 5.543 4.590 -2.122
C 5.510 6.041 -1.696
N 6.940 4.272 -2.291
H 1.662 4.654 -4.441
H 2.827 3.472 -5.063
H 3.104 5.214 -5.258
H 5.099 3.352 -3.799
H 5.110 5.173 -4.167
H 5.146 3.909 -1.369
H 6.144 6.247 -0.834
H 4.486 6.393 -1.576
H 5.953 6.667 -2.471
H 7.338 4.923 -2.953
H 6.967 3.363 -2.732
```